[1]
73
Properties=species:S:1:pos:R:3:forces:R:3:nbo_charge:R:1 method="wB97M-V/def2-TZVPD" fmax_ha_per_bohr=0.010 lumo_energy_ev=0.793 total_energy_ev=-37232.1943 smiles="O=C(NCCCN1CCC(Cc2ccccc2)CC1)[C@@H]1CC(=O)N(C2CCCCCC2)C1" e_homo_ev=-8.88
O -1.00377 0.68220 -3.66022 -0.16 -0.06 -0.36 -0.6521
C -0.79068 0.68725 -2.46063 -0.21 -0.36 0.28 0.6810
N 0.17067 1.42934 -1.89058 0.24 0.16 0.23 -0.6390
C 0.97640 2.34571 -2.66265 -0.02 0.25 -0.27 -0.2243
C 0.88635 3.76859 -2.11586 0.21 -0.25 0.18 -0.4101
C 1.48802 3.88624 -0.71398 -0.07 0.21 -0.26 -0.2170
N 0.67208 3.26146 0.32307 0.11 0.00 0.16 -0.4646
C 1.48444 2.93568 1.48921 0.05 -0.26 0.19 -0.2133
C 0.66179 2.23544 2.56423 0.03 0.36 -0.05 -0.4282
C -0.50321 3.11582 3.00645 -0.10 -0.16 -0.01 -0.2029
C -1.36574 2.44721 4.09322 0.16 0.16 -0.15 -0.4157
C -2.02580 1.17284 3.64886 -0.01 0.01 0.16 -0.0219
C -3.30534 1.19006 3.10573 -0.03 -0.03 -0.03 -0.1750
C -3.91704 0.01921 2.69387 -0.12 0.00 -0.06 -0.2348
C -3.25538 -1.19105 2.82047 -0.05 -0.11 0.03 -0.2407
C -1.98339 -1.22116 3.36693 -0.02 -0.11 -0.01 -0.1902
C -1.37628 -0.04897 3.77911 -0.08 0.03 -0.01 -0.2061
C -1.31682 3.49594 1.77224 0.28 0.20 0.04 -0.4050
C -0.42346 4.13717 0.71565 -0.33 -0.04 -0.06 -0.2196
C -1.57693 -0.26178 -1.54926 -0.06 0.05 -0.15 -0.2967
C -1.39090 -0.06715 -0.05089 0.03 -0.03 -0.04 -0.5264
C -0.15108 -0.89170 0.26101 -0.27 0.27 0.01 0.7007
O 0.56622 -0.78692 1.23440 0.32 0.05 0.42 -0.6473
N 0.01060 -1.77758 -0.74099 0.11 -0.07 -0.17 -0.4379
C 1.08478 -2.75167 -0.75486 0.18 -0.05 0.15 -0.0338
C 2.09745 -2.38694 -1.84765 0.06 -0.07 0.30 -0.4120
C 3.17061 -3.44958 -2.08707 -0.08 0.14 -0.32 -0.4041
C 2.76788 -4.47753 -3.14312 0.10 -0.22 0.26 -0.3903
C 1.69761 -5.46471 -2.68708 -0.07 0.20 -0.30 -0.3911
C 0.40254 -4.81204 -2.20494 0.10 -0.26 0.22 -0.4093
C 0.53355 -4.18597 -0.81553 -0.07 0.11 -0.10 -0.4176
C -1.00562 -1.67530 -1.76346 -0.22 -0.14 -0.22 -0.1999
H 0.27489 1.52647 -0.88806 -0.24 -0.07 0.00 0.4342
H 0.61321 2.30406 -3.69291 0.13 -0.03 0.15 0.2400
H 2.02070 2.01076 -2.64435 -0.03 0.05 -0.08 0.1833
H 1.43779 4.43223 -2.78383 -0.02 0.05 -0.03 0.2148
H -0.15625 4.08658 -2.11300 -0.05 0.07 -0.06 0.2055
H 1.66234 4.95171 -0.48084 0.05 -0.09 0.07 0.1745
H 2.46286 3.39045 -0.72034 0.01 0.04 0.03 0.1969
H 2.28933 2.26959 1.16732 0.03 0.08 0.00 0.2049
H 1.94257 3.84951 1.91181 0.03 -0.01 -0.05 0.1582
H 1.31362 2.02004 3.41297 0.03 -0.08 0.06 0.2080
H 0.29737 1.28548 2.17441 0.05 -0.05 0.00 0.2457
H -0.09308 4.03718 3.44124 -0.02 -0.01 -0.02 0.1963
H -0.72488 2.23874 4.95284 -0.04 0.04 0.07 0.2137
H -2.13292 3.15955 4.40732 0.01 -0.01 0.08 0.2095
H -3.83333 2.12887 3.01253 -0.04 0.11 0.00 0.2005
H -4.91340 0.05085 2.27585 -0.07 0.00 -0.02 0.2117
H -3.73356 -2.10663 2.50167 -0.03 -0.07 -0.01 0.2126
H -1.46000 -2.15976 3.47121 0.06 -0.08 0.00 0.2157
H -0.38637 -0.08613 4.20698 0.14 0.02 0.03 0.2173
H -2.10553 4.20313 2.03918 -0.08 -0.01 -0.01 0.2086
H -1.79103 2.60473 1.36086 -0.07 0.02 -0.03 0.2059
H -1.02010 4.36536 -0.17089 0.04 0.08 0.04 0.2018
H -0.02911 5.09288 1.11091 0.02 -0.03 -0.07 0.1617
H -2.62045 -0.21094 -1.86552 0.13 0.01 -0.02 0.2378
H -2.22702 -0.49914 0.50532 0.04 0.05 0.01 0.2555
H -1.28512 0.96682 0.26667 0.05 -0.01 0.07 0.2362
H 1.57172 -2.62136 0.21995 -0.07 -0.02 -0.19 0.2371
H 1.57867 -2.19033 -2.78713 -0.03 0.07 -0.08 0.1976
H 2.57001 -1.45030 -1.54287 -0.08 0.05 -0.03 0.2178
H 3.41515 -3.95151 -1.14978 0.12 -0.04 0.10 0.1966
H 4.07757 -2.95042 -2.43592 0.03 -0.03 0.09 0.2114
H 2.41496 -3.94887 -4.03211 0.02 0.03 -0.07 0.1932
H 3.65375 -5.04750 -3.43468 0.00 0.02 -0.09 0.2057
H 2.09945 -6.08781 -1.88420 0.00 -0.08 0.03 0.1910
H 1.46653 -6.12528 -3.52666 0.03 -0.08 0.04 0.2062
H 0.06637 -4.07534 -2.93403 -0.11 0.04 -0.11 0.1972
H -0.36424 -5.58917 -2.15250 -0.05 0.06 -0.05 0.2112
H 1.17625 -4.83050 -0.21316 -0.02 -0.04 0.05 0.2086
H -0.44351 -4.17542 -0.32646 0.04 -0.02 0.09 0.2142
H -1.77886 -2.44136 -1.62096 0.02 0.03 -0.08 0.1881
H -0.58586 -1.78732 -2.76455 -0.06 -0.02 0.03 0.2187

=====

[2]
77
Properties=species:S:1:pos:R:3:forces:R:3:nbo_charge:R:1 method="wB97M-V/def2-TZVPD" fmax_ha_per_bohr=0.014 lumo_energy_ev=0.533 total_energy_ev=-45424.0069 smiles="CC(C)[C@H](NC(=O)OC(C)(C)C)C(=O)NC[C@H]1CC[C@H](C(=O)N[C@@H](Cc2ccccc2)C(=O)O)CC1" e_above_lowest_ev=0.0461 e_homo_ev=-9.10
C -2.76592 -3.47914 2.43640 0.28 0.01 -0.01 -0.6044
C -1.34657 -3.87194 2.04062 0.00 0.08 -0.04 -0.2187
C -1.35384 -5.12314 1.16427 0.14 0.21 0.22 -0.6192
C -0.62732 -2.69938 1.34215 -0.05 -0.17 0.51 -0.1428
N -1.20332 -2.38797 0.05418 0.02 -0.21 -0.10 -0.6204
C -2.08772 -1.39221 -0.14432 0.31 -0.25 -0.22 0.9452
O -2.33613 -0.52855 0.68024 -0.35 0.22 0.23 -0.7224
O -2.62535 -1.48997 -1.36201 0.08 -0.14 0.02 -0.5265
C -3.56438 -0.49591 -1.84546 -0.48 0.50 -0.18 0.2716
C -4.84472 -0.54100 -1.01243 0.32 -0.12 0.01 -0.6432
C -3.84104 -0.92849 -3.28574 0.20 -0.04 0.42 -0.6139
C -2.93747 0.89758 -1.81662 0.02 -0.26 0.14 -0.6481
C 0.88013 -2.98830 1.23095 -0.37 0.18 -0.26 0.6782
O 1.44935 -3.72232 2.01270 0.05 -0.20 0.33 -0.6355
N 1.49287 -2.37799 0.20169 0.18 0.21 -0.35 -0.6287
C 2.92578 -2.47883 0.01208 0.21 0.04 0.22 -0.2051
C 3.56051 -1.10485 -0.20290 0.07 -0.40 -0.15 -0.2384
C 3.30126 -0.59541 -1.62623 -0.03 0.06 0.08 -0.4137
C 4.24531 0.56591 -1.97608 -0.09 0.12 0.03 -0.4142
C 4.72529 1.29446 -0.72014 0.20 -0.01 0.09 -0.3097
C 3.61874 1.87748 0.16307 0.26 0.17 -0.36 0.6963
O 3.80203 2.14205 1.33373 0.04 -0.01 0.37 -0.6370
N 2.44410 2.15384 -0.45446 -0.45 0.09 -0.17 -0.6241
C 1.25725 2.49781 0.28926 -0.01 0.10 0.01 -0.1559
C 0.59939 3.76259 -0.30128 0.02 -0.14 0.25 -0.4216
C -0.63308 4.16401 0.45697 -0.08 0.23 -0.16 0.0790
C -0.53101 4.65499 1.75278 -0.03 0.02 -0.10 -0.2428
C -1.66517 5.00134 2.46314 0.04 0.02 0.09 -0.1871
C -2.91682 4.86224 1.88704 -0.11 0.00 0.04 -0.2218
C -3.02709 4.38165 0.59448 -0.10 -0.02 -0.01 -0.2081
C -1.89067 4.03649 -0.11577 0.09 0.07 0.01 -0.2387
C 0.27226 1.33111 0.25882 0.31 -0.01 0.05 0.8105
O 0.34118 0.43762 -0.55961 -0.07 -0.13 -0.29 -0.6752
O -0.63545 1.40771 1.19626 -0.37 -0.01 0.49 -0.6809
C 5.58914 0.33664 0.11946 0.05 0.03 0.06 -0.4013
C 5.06777 -1.10620 0.04748 -0.17 0.07 0.09 -0.3923
H -3.24762 -4.29685 2.96681 -0.09 -0.07 0.04 0.2122
H -3.36067 -3.24746 1.55450 -0.14 0.03 -0.09 0.1967
H -2.76028 -2.60403 3.08155 -0.07 0.11 0.08 0.2139
H -0.76368 -4.08738 2.94058 -0.03 0.04 -0.09 0.2348
H -1.97528 -4.98257 0.28136 -0.11 -0.02 -0.11 0.1910
H -0.34238 -5.37513 0.85576 0.10 -0.12 -0.07 0.2208
H -1.75595 -5.96267 1.72579 -0.05 -0.11 -0.01 0.2192
H -0.74277 -1.80224 1.96345 0.06 -0.12 -0.09 0.2458
H -1.12031 -3.07973 -0.67450 -0.07 0.09 -0.03 0.4138
H -5.28189 -1.53666 -1.04863 -0.08 -0.09 -0.03 0.2125
H -5.56186 0.17340 -1.40637 -0.09 0.07 -0.08 0.2157
H -4.62907 -0.28809 0.02238 -0.05 0.04 0.03 0.2379
H -4.58379 -0.27561 -3.73393 -0.08 0.09 -0.03 0.2143
H -4.21125 -1.95012 -3.30235 -0.07 -0.10 -0.02 0.2164
H -2.92630 -0.88274 -3.87061 0.09 0.02 -0.10 0.2161
H -3.52998 1.57428 -2.42665 -0.08 0.07 -0.09 0.2132
H -2.90003 1.28073 -0.80050 0.02 0.07 -0.01 0.2340
H -1.92494 0.85432 -2.21345 0.09 0.04 -0.06 0.2242
H 0.99523 -1.67233 -0.32419 -0.12 -0.05 0.09 0.4283
H 3.32279 -2.95387 0.91365 -0.01 0.04 -0.16 0.2330
H 3.13737 -3.13419 -0.84194 0.10 0.03 0.08 0.1838
H 3.10138 -0.42500 0.52188 -0.04 -0.07 0.04 0.2092
H 2.25660 -0.29678 -1.71700 0.00 -0.02 -0.07 0.2233
H 3.46642 -1.41188 -2.33356 -0.01 -0.06 0.01 0.2034
H 3.77684 1.25383 -2.68390 0.05 -0.01 -0.08 0.2034
H 5.13572 0.17319 -2.47213 -0.01 0.07 -0.05 0.2158
H 5.34034 2.15404 -1.01252 -0.08 -0.03 0.06 0.2394
H 2.28111 1.81966 -1.38957 0.11 -0.09 0.04 0.4064
H 1.55407 2.67774 1.32720 -0.06 -0.03 -0.18 0.2616
H 1.34207 4.56281 -0.26437 0.02 -0.07 -0.07 0.2290
H 0.35117 3.57107 -1.34834 0.04 0.05 -0.02 0.2054
H 0.44336 4.76567 2.20576 0.13 0.01 0.07 0.2115
H -1.57345 5.37992 3.47044 0.01 0.03 0.08 0.2122
H -3.80289 5.12922 2.44365 -0.07 0.03 0.05 0.2128
H -3.99994 4.27350 0.13724 -0.09 0.00 -0.04 0.2110
H -1.98160 3.66532 -1.12698 0.01 -0.05 -0.11 0.2045
H -1.31453 0.67711 1.11729 0.34 0.08 -0.22 0.5283
H 5.56705 0.68997 1.15137 0.08 -0.02 -0.07 0.2411
H 6.62385 0.37033 -0.22399 0.01 0.06 -0.01 0.2060
H 5.29560 -1.62248 0.98025 0.04 -0.07 -0.01 0.2166
H 5.56023 -1.65221 -0.76019 0.04 -0.10 -0.03 0.1921

=====

[3]
79
Properties=species:S:1:pos:R:3:forces:R:3:mulliken_charge:R:1 method="wB97M-V/def2-TZVPD" fmax_ha_per_bohr=0.053 lumo_energy_ev="2.387 / 2.386" charge=-1 total_energy_ev=-145819.9639 multiplicity=2 e_above_lowest_ev=0.7461 e_homo_ev="-1.77 / -1.81"
V 0.56386 -0.44809 -0.06893 0.04 -0.25 -1.84 0.1526
C -2.87282 -1.47127 -4.83495 0.03 0.17 -0.01 -1.0980
C -2.57253 0.00512 -4.57301 0.03 -0.15 0.12 -0.3194
N -1.21817 0.21971 -4.10695 0.01 -0.10 -0.19 -0.1075
C -0.84760 -0.02730 -2.79442 -0.39 -0.10 0.26 -0.1699
S 0.68288 0.63326 -2.28097 -0.04 -0.13 -0.04 -0.6351
N -1.66458 -0.68050 -2.03598 -0.24 0.08 -0.37 -1.0126
N -1.21063 -0.88561 -0.74489 0.06 0.13 -0.36 2.4241
C -2.02049 -1.56921 0.12181 -0.55 -0.65 1.00 -0.3165
C -3.37002 -2.11387 -0.27392 0.19 0.21 0.03 -1.7703
C -1.47118 -1.77423 1.37587 -0.77 -0.02 -1.10 0.7144
C -2.13723 -2.40673 2.46747 0.16 -0.17 0.72 -1.5603
C -1.50524 -2.55150 3.66529 -0.53 -0.13 -0.43 -0.4127
C -0.16598 -2.07979 3.80821 0.53 0.31 -0.20 -1.0120
C 0.43632 -1.47697 2.73560 -0.14 -0.30 0.72 -0.1617
N -0.15931 -1.29778 1.53791 -0.40 -0.20 0.21 0.9042
H -3.92464 -1.60556 -5.10096 0.02 -0.02 -0.01 0.3403
H -2.65913 -2.03562 -3.93063 -0.03 -0.06 0.02 0.1585
H -2.24980 -1.85394 -5.64540 0.00 0.00 0.00 0.3374
H -3.28934 0.38245 -3.83252 0.02 0.02 -0.02 0.1115
H -2.69793 0.57443 -5.49634 -0.01 0.06 0.02 0.5114
H -0.67082 0.93778 -4.54424 -0.05 0.05 -0.04 0.2633
H -3.48535 -2.02458 -1.35214 -0.06 0.00 -0.02 0.2395
H -4.19104 -1.56518 0.20364 -0.06 -0.03 -0.05 0.3647
H -3.47187 -3.16727 0.00480 -0.04 0.01 0.02 0.4091
H -3.15397 -2.75497 2.33374 0.00 0.00 -0.01 0.3852
H -2.01099 -3.02875 4.49670 -0.01 0.01 0.01 0.3995
H 0.36968 -2.18007 4.74254 0.03 0.00 -0.02 0.3940
H 1.45454 -1.11144 2.80825 -0.02 0.05 -0.04 0.1206
S 3.82332 -3.46936 -0.92180 -0.40 0.30 -0.25 -0.3165
C 2.88296 -2.00703 -1.07117 0.09 -0.50 0.48 -0.1726
N 1.60453 -2.14620 -0.93292 0.46 0.37 0.20 0.3876
C 1.25433 -3.47332 -0.80924 -0.04 -1.05 -0.14 -0.3583
C -0.03767 -4.00232 -0.82076 -0.17 0.19 0.02 0.0525
C -0.20783 -5.37006 -0.74097 -0.05 0.04 0.01 -0.7755
C 0.88056 -6.23982 -0.65935 0.31 0.12 -0.02 -0.4779
C 2.17280 -5.74020 -0.69040 -0.18 -0.35 0.06 -0.5350
C 2.33965 -4.36802 -0.76804 0.16 0.55 -0.07 0.4377
H 3.36857 -1.04748 -1.14649 -0.09 0.06 -0.07 0.3665
H -0.89054 -3.34254 -0.90525 0.07 0.08 0.08 0.3734
H -1.21249 -5.77278 -0.75461 0.00 0.01 0.03 0.4089
H 0.72295 -7.30847 -0.59357 -0.02 0.00 -0.01 0.3696
H 3.02897 -6.40244 -0.67307 -0.01 0.00 0.03 0.3719
C -1.12848 4.04384 2.68308 -0.01 -0.06 -0.15 -1.2294
C -1.36531 4.07900 1.17415 0.05 -0.15 0.05 -0.8626
As -1.40258 2.23307 0.39309 -0.40 0.46 0.13 0.4592
C -2.19146 2.70038 -1.37566 -0.06 0.02 -0.04 -0.3042
C -2.77343 4.09581 -1.59214 0.02 -0.10 0.08 -1.4962
C -3.05339 1.58750 1.28568 -0.08 0.10 0.02 -0.2154
C -4.25425 2.52715 1.34014 0.11 -0.03 -0.05 -1.3087
H -0.87209 5.03325 3.07010 -0.02 -0.01 0.05 0.3948
H -0.31444 3.36032 2.93042 0.02 0.02 0.07 0.1838
H -2.02145 3.69745 3.20766 0.03 -0.02 0.03 0.3070
H -0.53893 4.59658 0.67863 -0.01 -0.01 -0.02 0.5040
H -2.27631 4.63371 0.94518 0.02 -0.02 -0.03 0.5541
H -2.95113 1.93999 -1.57363 0.06 -0.07 0.01 0.3090
H -1.39147 2.53730 -2.09697 0.03 -0.10 0.01 0.2832
H -3.57538 4.32753 -0.88939 0.02 0.04 -0.02 0.2660
H -3.18767 4.17182 -2.60160 0.01 0.03 -0.01 0.4304
H -2.00585 4.86529 -1.49122 -0.03 0.03 0.01 0.3016
H -2.76422 1.28148 2.29414 0.04 -0.05 -0.03 0.5745
H -3.32572 0.67303 0.75553 0.14 -0.06 0.01 -0.0596
H -4.02535 3.44601 1.88465 -0.03 0.02 -0.03 0.2562
H -5.09935 2.04757 1.84231 0.00 0.01 0.01 0.4500
H -4.58223 2.80144 0.33567 -0.02 0.02 0.03 0.1951
C 3.49726 1.94383 -0.37540 -0.19 -0.18 0.12 -1.5137
C 2.85458 1.31878 0.87579 0.31 0.38 0.12 0.8567
C 3.94372 0.58886 1.68312 -0.20 0.01 -0.13 -1.6076
C 2.25660 2.44127 1.73872 0.01 -0.17 -0.14 -1.2808
N 1.82669 0.40279 0.49628 2.18 1.18 1.12 -0.1510
H 4.21449 2.71909 -0.09356 0.02 0.00 -0.03 0.4455
H 2.72007 2.37436 -1.00765 0.02 0.03 -0.03 0.2701
H 4.01779 1.17606 -0.95332 0.02 0.04 -0.05 0.2854
H 4.78720 1.25543 1.88300 0.02 -0.03 0.04 0.4626
H 4.29776 -0.27787 1.12030 0.06 0.00 0.03 0.2560
H 3.53586 0.23390 2.63131 0.02 -0.01 0.00 0.3292
H 3.02156 3.15830 2.05173 0.00 -0.02 0.02 0.4700
H 1.78365 2.00622 2.62111 -0.03 0.04 0.02 0.3161
H 1.49287 2.95948 1.15885 -0.04 0.06 0.04 0.0822